DFT (wB97M-V/def2-TZVPD) results for a structure of composition C16H32N2O14S4Zn.

Positions of all 69 atoms, in Å:
Zn -0.12262 0.39044 -0.35018
N -1.53734 2.51038 -1.36181
O -2.41660 2.03739 -0.53287
O -0.33115 2.14453 -0.98525
O -1.70659 3.39602 -2.17966
N 0.91730 -2.15554 -0.13589
O 0.77001 -1.08140 0.54881
O 0.10477 -2.49776 -1.00269
O 1.88055 -2.89982 0.14187
C 4.02724 0.45350 2.94604
C 4.10104 1.97765 2.84307
C 4.18409 2.36901 1.36529
S 3.11243 1.15379 0.60867
O 3.68797 0.56121 -0.58353
O 1.78004 1.68294 0.38510
C 3.04228 -0.07318 1.88847
H 3.85108 0.13009 3.94925
H 4.98818 0.05658 2.68760
H 4.93292 2.41225 3.43691
H 3.22748 2.45380 3.27619
H 5.13290 2.29915 0.82465
H 3.68602 3.30413 1.16598
H 3.36817 -1.00930 1.40761
H 1.99260 -0.13191 2.19038
C -1.31226 2.09381 4.49277
C -2.32305 2.95844 3.74284
C -2.35315 2.62909 2.25016
S -1.92468 0.77815 2.26406
O -0.69838 0.82961 1.56669
O -3.03848 -0.06331 1.88285
C -1.53405 0.64857 4.13410
H -1.35077 2.33671 5.56721
H -0.32854 2.31254 4.06931
H -2.05266 4.02012 3.86785
H -3.32161 2.75601 4.16079
H -1.59477 3.10860 1.62315
H -3.34356 2.77874 1.79875
H -0.63955 -0.00619 4.21448
H -2.39838 0.19918 4.56730
C 3.72724 -1.37949 -3.66826
C 2.70113 -2.45025 -3.22904
C 1.31246 -2.16251 -3.85320
S 1.36244 -0.34626 -3.54048
O 0.97239 -0.21591 -2.16229
O 0.68389 0.36197 -4.63813
C 3.16629 0.03923 -3.56703
H 3.87938 -1.51258 -4.73490
H 4.66590 -1.45847 -3.12168
H 2.63630 -2.34672 -2.13628
H 3.00177 -3.45575 -3.44105
H 0.54361 -2.51172 -3.17282
H 1.19121 -2.21733 -4.94492
H 3.33669 0.66403 -2.71601
H 3.22816 0.59123 -4.50193
C -5.36178 -2.01307 -1.26418
C -4.39379 -3.05101 -0.68114
C -3.06652 -2.91693 -1.45615
S -2.89183 -1.08271 -1.69846
O -2.62811 -0.81864 -3.11653
O -1.96410 -0.49478 -0.69392
C -4.69035 -0.62077 -1.31430
H -6.26142 -1.91509 -0.65305
H -5.71057 -2.27509 -2.28016
H -4.79682 -4.08122 -0.66546
H -4.19662 -2.68014 0.33382
H -2.91842 -3.34783 -2.44016
H -2.25069 -3.11163 -0.78380
H -5.07406 -0.05614 -2.17900
H -4.66263 0.00153 -0.41580

Computed properties:
HOMO energy ... -0.33246 Eh
Gap between HOMO and LUMO ... 9.22 eV
Lowest unoccupied orbital energy ... 0.18 eV

natural (NBO) population analysis, charges in e, atoms 1 to 8:
1. Zn 1.7349
2. N 0.7125
3. O -0.5539
4. O -0.7069
5. O -0.3710
6. N 0.7277
7. O -0.6864
8. O -0.4860